1.
Molecular formula: C18H23NO5
Method: DFT, ωB97M-V with the def2-TZVPD basis set

Geometry (Å):
1 O 0.72 -0.57 1.07
2 O -2.90 -1.39 1.91
3 O -3.62 -1.15 -0.47
4 O -0.88 3.58 -0.87
5 O 1.49 -0.51 3.17
6 N -1.31 1.25 1.20
7 C -2.30 1.42 -0.81
8 C 2.05 -1.10 0.52
9 C 4.18 -0.93 -0.49
10 C 0.24 3.54 0.89
11 C -0.67 0.38 2.39
12 C 0.71 5.38 -0.69
13 C 0.07 4.09 -0.46
14 C 2.96 -0.15 0.24
15 C 2.79 -2.76 -1.02
16 C -1.31 2.39 -0.54
17 C -2.92 -0.70 0.76
18 C -2.15 0.62 0.30
19 C -4.27 -2.16 -0.14
20 C 1.50 -2.10 -0.38
21 C -0.77 2.46 0.73
22 C -5.19 -2.39 -1.31
23 C 0.57 -0.18 2.38
24 C 3.73 -1.77 -1.38
25 H 1.10 5.26 -1.42
26 H 2.59 0.47 -0.65
27 H 2.53 -3.72 -1.90
28 H 1.19 -1.54 -1.36
29 H 3.24 0.33 0.94
30 H -4.91 -1.93 0.71
31 H 3.26 -3.33 -0.31
32 H -0.56 1.31 3.14
33 H -5.74 -1.61 -1.58
34 H 4.66 -2.43 -1.78
35 H 0.77 3.50 1.69
36 H 0.82 -2.69 -0.43
37 H -4.50 -2.61 -2.21
38 H 3.48 -1.33 -2.30
39 H 2.29 -1.83 1.45
40 H 4.65 -1.52 0.28
41 H 4.97 -0.08 -0.80
42 H -3.69 -3.03 0.04
43 H -0.12 6.26 -0.75
44 H 1.53 5.55 0.20
45 H -2.95 1.06 -1.52
46 H -5.95 -3.23 -1.35
47 H -1.38 -0.10 2.90

Values from the calculation:
HOMO energy: -8.0 eV
Spin multiplicity: 1
Structure (SMILES): CCOC(=O)c1cc2oc(C)cc2n1CC(=O)OC1CCCCC1
HOMO-LUMO gap: 0.2923 hartree
E_LUMO: 0.0 eV

---

2.
Molecular formula: C18H24BF4I2IrN5O
Method: DFT, ωB97M-V with the def2-TZVPD basis set

Geometry (Å):
1 Ir 0.28 0.81 0.35
2 I -2.93 -3.27 -5.73
3 I 2.45 -1.15 -4.23
4 F -3.11 2.07 0.74
5 F -2.20 4.06 0.01
6 F -0.98 2.66 1.39
7 F -1.37 2.04 -0.76
8 O 0.70 -0.33 -1.77
9 N 2.83 2.32 -1.19
10 N 4.32 0.57 -0.85
11 N 2.39 0.76 0.45
12 N -1.27 -0.84 0.26
13 N 0.01 0.01 2.48
14 C -1.70 -2.31 -4.38
15 C -2.06 -0.79 1.50
16 C -1.58 -0.93 3.98
17 C -1.46 -1.24 -2.22
18 C -0.36 -2.09 -4.71
19 C 0.81 0.30 3.52
20 C 0.46 -0.01 4.82
21 C 3.19 2.51 -2.59
22 C 5.54 1.29 -1.19
23 C -0.07 -0.95 -2.53
24 C -0.75 -0.63 5.05
25 C 4.50 -0.83 -0.49
26 C -1.16 -0.58 2.70
27 C 0.44 -1.45 -3.81
28 C 3.17 1.21 -0.51
29 C -2.23 -1.90 -3.14
30 C -2.14 -0.81 -0.93
31 C 1.91 3.31 -0.66
32 B -1.98 2.78 0.36
33 H -2.74 0.06 1.42
34 H 5.36 2.36 -1.15
35 H 2.85 0.09 1.06
36 H 4.90 -0.94 0.53
37 H 5.90 1.02 -2.18
38 H -3.26 -2.11 -2.92
39 H -2.52 0.21 -1.04
40 H 2.28 4.31 -0.91
41 H -3.00 -1.47 -0.78
42 H 0.04 -2.43 -5.65
43 H -2.65 -1.70 1.63
44 H 3.85 3.37 -2.72
45 H 6.31 1.05 -0.46
46 H 1.85 3.24 0.43
47 H -2.53 -1.41 4.12
48 H 2.28 2.69 -3.16
49 H 3.66 1.62 -2.98
50 H 5.21 -1.27 -1.18
51 H 3.55 -1.36 -0.58
52 H -1.06 -0.88 6.06
53 H -0.73 -1.70 0.25
54 H 0.91 3.21 -1.08
55 H 1.74 0.79 3.28
56 H 1.13 0.25 5.63

Values from the calculation:
HOMO energy (alpha / beta): -10.7 / -11.5 eV
Spin multiplicity: 5
HOMO-LUMO gap (alpha / beta): 0.3065 / 0.2226 hartree
Net charge: +1
E_LUMO (alpha / beta): -2.3 / -5.5 eV

---

3.
Molecular formula: C18H24Br2HgN2OS4
Method: DFT, ωB97M-V with the def2-TZVPD basis set

Geometry (Å):
1 Hg -0.47 -1.30 -0.32
2 Br -5.21 3.29 1.98
3 Br -3.21 2.86 -5.71
4 S 2.61 -2.08 -0.98
5 S 1.07 -2.58 2.18
6 S -0.39 0.53 2.47
7 S 1.65 1.20 -0.20
8 O -0.76 -3.16 -2.52
9 N -3.01 -0.23 -0.09
10 N -1.42 0.33 -2.26
11 C -4.25 0.62 1.76
12 C 0.41 2.11 2.10
13 C 3.51 -0.54 -1.34
14 C 2.51 -3.43 1.47
15 C -3.09 1.82 -3.06
16 C 3.43 -2.64 0.55
17 C 0.80 -0.25 3.61
18 C 3.37 0.60 -0.35
19 C 1.76 2.04 1.41
20 C 1.84 -1.12 2.93
21 C -2.47 1.84 -4.30
22 C -4.36 1.84 1.12
23 C -3.82 2.01 -0.14
24 C -1.31 1.11 -4.51
25 C -3.56 -0.39 1.11
26 C -3.15 0.94 -0.71
27 C -2.53 1.04 -2.06
28 C -0.82 0.37 -3.44
29 H 3.98 1.43 -0.69
30 H 0.19 -0.85 4.29
31 H 3.10 -3.82 2.30
32 H 4.25 -3.30 0.25
33 H 3.14 -0.25 -2.33
34 H 2.12 3.06 1.23
35 H 1.28 0.54 4.18
36 H -3.43 -1.36 1.57
37 H 2.57 -1.47 3.67
38 H 0.51 2.66 3.04
39 H 4.57 -0.79 -1.44
40 H -4.68 0.46 2.74
41 H -1.64 -3.11 -2.89
42 H 0.07 -0.23 -3.54
43 H 3.85 -1.77 1.05
44 H -0.80 1.12 -5.46
45 H -4.01 2.37 -2.90
46 H 2.36 -0.57 2.14
47 H -0.31 2.64 1.48
48 H -0.59 -4.09 -2.34
49 H 3.71 0.31 0.64
50 H 2.07 -4.27 0.93
51 H -3.91 2.95 -0.66
52 H 2.50 1.52 2.03

Values from the calculation:
HOMO energy (alpha / beta): -9.8 / -11.1 eV
Spin multiplicity: 2
HOMO-LUMO gap (alpha / beta): 0.2625 / 0.2624 hartree
Net charge: +1
E_LUMO (alpha / beta): -2.6 / -4.0 eV

---

4.
Molecular formula: C18H24BrN6OS3V
Method: DFT, ωB97M-V with the def2-TZVPD basis set

Geometry (Å):
1 Br 5.66 1.04 1.40
2 V 0.40 0.64 -0.67
3 S 0.95 -1.36 2.28
4 S -1.76 1.56 -1.36
5 S -0.04 -0.25 -2.80
6 O 0.31 1.63 1.13
7 N -3.76 3.04 -4.13
8 N -0.14 3.65 2.01
9 N -0.23 -2.64 -0.01
10 N -1.79 -0.71 0.83
11 N 2.15 -0.09 -0.46
12 N -1.12 0.42 -6.33
13 C -2.48 -1.75 0.10
14 C 2.59 -1.12 -1.23
15 C 3.09 0.49 0.33
16 C 1.21 2.48 -1.26
17 C 3.89 -1.55 -1.28
18 C -1.62 -3.03 0.03
19 C 0.78 -3.54 0.45
20 C -2.91 2.25 -4.09
21 C -1.89 1.30 -4.07
22 C -1.79 -0.80 2.27
23 C -1.30 0.90 -2.88
24 C 0.54 3.51 -0.34
25 C 4.87 -0.92 -0.51
26 C 4.41 0.11 0.30
27 C -1.46 0.81 -5.30
28 C -0.75 -1.76 2.84
29 C 1.53 -2.99 1.70
30 C 0.23 2.84 0.97
31 H 2.75 1.27 0.99
32 H -1.78 -3.64 0.92
33 H 1.52 -3.74 -0.33
34 H 5.91 -1.20 -0.55
35 H -0.42 3.81 -0.77
36 H 2.58 -2.82 1.48
37 H 1.85 -1.57 -1.87
38 H -0.76 -1.71 3.93
39 H -1.56 0.20 2.66
40 H 0.33 -4.50 0.73
41 H 1.46 -3.67 2.55
42 H -1.93 -3.64 -0.84
43 H -0.51 3.18 2.83
44 H 1.14 4.41 -0.18
45 H 2.30 2.54 -1.14
46 H -2.65 -1.39 -0.92
47 H -2.17 0.19 0.54
48 H 0.00 -2.11 -0.84
49 H -0.95 -2.79 2.55
50 H 4.16 -2.38 -1.92
51 H 0.99 2.72 -2.31
52 H -0.50 4.56 1.82
53 H -3.46 -2.00 0.55
54 H -2.78 -1.10 2.66

Values from the calculation:
HOMO energy (alpha / beta): -2.7 / -2.8 eV
Spin multiplicity: 2
HOMO-LUMO gap (alpha / beta): 0.1836 / 0.1858 hartree
Net charge: -1
E_LUMO (alpha / beta): 2.3 / 2.3 eV

---

5.
Molecular formula: C18H24CdN2O4
Method: DFT, ωB97M-V with the def2-TZVPD basis set

Geometry (Å):
1 Cd 0.78 0.50 -0.13
2 O 3.23 0.22 -0.95
3 O 1.52 -1.42 0.51
4 O 2.09 -3.51 0.12
5 O -0.83 0.47 -1.85
6 N 3.47 -2.01 -0.77
7 N -1.33 0.68 0.82
8 C 9.26 1.44 -1.98
9 C 6.58 -0.23 0.23
10 C 3.16 -4.32 -0.56
11 C 8.04 0.90 -1.37
12 C -3.58 1.43 0.38
13 C -2.08 1.12 -1.48
14 C 6.83 1.53 -1.83
15 C 5.62 -0.58 -0.96
16 C -2.90 1.08 2.61
17 C 7.96 0.18 -0.25
18 C 5.81 0.42 -2.15
19 C 9.28 -0.11 0.42
20 C 4.02 -0.73 -0.90
21 C -2.31 1.06 -0.02
22 C -3.90 1.46 1.72
23 C 4.17 -3.31 -0.99
24 C 2.32 -2.23 -0.03
25 C -1.61 0.78 2.16
26 H 9.94 -0.65 -0.28
27 H 3.57 -5.01 0.19
28 H 6.12 -0.24 -3.00
29 H -2.07 2.18 -1.79
30 H 6.05 0.65 0.64
31 H 9.05 1.94 -2.93
32 H 4.51 -3.40 -2.01
33 H -2.93 0.61 -1.97
34 H 6.33 2.06 -0.92
35 H -3.13 1.08 3.66
36 H 6.68 -1.07 0.95
37 H 5.05 -3.35 -0.36
38 H 9.90 0.76 0.72
39 H -0.81 0.64 2.89
40 H 9.87 2.15 -1.41
41 H -4.22 1.72 -0.45
42 H 7.01 2.31 -2.56
43 H 2.68 -4.86 -1.39
44 H 9.18 -0.73 1.32
45 H 4.98 1.11 -2.46
46 H 5.85 -1.55 -1.55
47 H -0.73 0.54 -2.82
48 H -4.91 1.75 2.01
49 H 9.96 0.64 -2.17

Values from the calculation:
HOMO energy: -12.8 eV
Spin multiplicity: 1
HOMO-LUMO gap: 0.1823 hartree
Net charge: +2
E_LUMO: -7.8 eV

---

6.
Molecular formula: C18H24Cl5MnN3OSSi
Method: DFT, ωB97M-V with the def2-TZVPD basis set

Geometry (Å):
1 Mn 0.28 -0.48 0.43
2 Cl 1.61 4.65 2.41
3 Cl 1.56 4.46 5.53
4 Cl 0.92 1.73 6.89
5 Cl 1.00 2.11 0.68
6 Cl 0.33 -0.79 5.12
7 S -0.20 -0.47 -1.82
8 Si -3.22 0.14 -3.63
9 O 0.43 -0.28 2.29
10 N 2.06 -1.48 0.14
11 N -1.63 -0.14 0.22
12 N 1.34 -2.51 0.83
13 C 4.27 -2.54 0.43
14 C 3.57 -0.64 1.93
15 C -4.06 0.33 -0.85
16 C 1.23 3.08 4.57
17 C -2.66 0.08 1.05
18 C -2.74 -1.54 -4.30
19 C 0.67 0.73 4.40
20 C 0.94 1.85 5.18
21 C -2.12 1.49 -4.30
22 C -3.91 0.32 0.54
23 C 1.25 3.17 3.18
24 C 0.67 0.80 3.01
25 C -1.78 -0.14 -1.11
26 C 4.01 -0.22 -0.51
27 C -5.01 0.51 -3.97
28 C 0.97 2.04 2.43
29 C -3.01 0.11 -1.73
30 C 3.50 -1.23 0.52
31 H 4.17 -2.99 -0.56
32 H -2.88 -1.55 -5.38
33 H -5.32 1.48 -3.56
34 H 3.11 0.34 1.97
35 H 1.56 -2.48 1.82
36 H 3.97 -0.64 -1.52
37 H 1.51 -3.43 0.45
38 H -2.43 0.05 2.11
39 H 2.05 -1.75 -0.84
40 H -1.07 1.32 -4.07
41 H -2.23 1.55 -5.38
42 H -1.70 -1.78 -4.09
43 H -5.68 -0.25 -3.56
44 H 5.04 0.02 -0.29
45 H 3.42 0.70 -0.48
46 H 3.10 -1.28 2.67
47 H -4.75 0.49 1.19
48 H -3.37 -2.32 -3.87
49 H 3.94 -3.26 1.18
50 H 5.33 -2.35 0.60
51 H -5.18 0.55 -5.04
52 H -2.40 2.46 -3.88
53 H 4.62 -0.54 2.21
54 H -5.05 0.52 -1.25

Values from the calculation:
HOMO energy (alpha / beta): -11.2 / -11.3 eV
Spin multiplicity: 5
HOMO-LUMO gap (alpha / beta): 0.2457 / 0.2822 hartree
Net charge: +1
E_LUMO (alpha / beta): -4.5 / -3.6 eV

---

Record order is preserved below.
Largest force on an atom: 19.11; 0.21; 0.41; 1.89; 3.84; 0.38 eV/Å
Record order is preserved below.
Total energy: -30748.9084; -59138.3778; -211678.5965; -158280.1214; -34773.7142; -138215.7352 eV
Record order is preserved below.
Energy relative to the best compared isomer or geometry (same formula, charge and spin): 467.1; 5.2; 0.0; 15.4; 0.0; 0.0 kcal per mole